Formula: C7H9O2S
Source: OMol25
Level of theory: ωB97M-V/def2-TZVPD

XYZ file:
```
19
Properties=species:S:1:pos:R:3:forces:R:3:mulliken_charge:R:1
C 1.28581 -1.50877 0.06871 -0.501 -0.372 -0.430 -0.15
C 2.13917 -0.50349 0.58188 0.430 0.469 0.310 -0.59
C 0.01215 -1.26069 -0.34209 0.182 -0.252 -0.033 -0.42
C 1.68445 0.70777 1.03784 0.614 -0.222 0.049 -0.11
C -0.41846 0.05046 -0.71197 0.961 1.824 2.020 -0.02
C 0.50178 1.36194 0.65884 -1.651 -1.229 -2.337 -0.68
C -1.87741 0.38737 -0.78844 0.027 -0.045 -0.021 -1.39
O -0.69596 3.47036 -0.51619 -0.090 -0.130 0.057 -0.62
O 1.75105 3.56561 -0.29060 -0.103 -0.034 0.010 -0.59
S 0.58872 2.76735 -0.74269 0.459 0.060 0.282 0.47
H 1.62494 -2.53744 0.16699 -0.071 0.026 0.075 0.31
H 3.12686 -0.82221 0.90195 -0.019 0.029 0.059 0.29
H -0.72240 -2.06080 -0.35880 0.011 -0.163 -0.061 0.28
H 2.27747 1.19616 1.80818 0.056 -0.031 0.042 0.33
H 0.16615 0.51880 -1.49958 0.087 -0.114 -0.094 0.52
H -0.11497 1.80132 1.43770 -0.054 0.193 0.102 0.35
H -2.39821 0.05207 0.10684 -0.107 -0.030 0.054 0.31
H -2.34455 -0.08056 -1.65903 -0.078 -0.049 -0.078 0.36
H -1.97950 1.46663 -0.87243 -0.153 0.069 -0.008 0.36
```
Positions in Å, forces in eV/Å.

## Properties
Max |F|: 3.11 eV Å⁻¹
Lowest unoccupied orbital energy: 3.80 eV
Frontier orbital gap: 7.25 eV
Energy above the lowest of the compared OMol25 structures with the same formula, charge and spin: 66.5 kcal per mole
Total charge: -1
HOMO: -3.4481 eV
E_tot: -22333.677 eV